# 1
Below is a molecular structure, C55H52GeKN5, with properties calculated with the ωB97M-V functional and the def2-TZVPD basis.

* frontier orbital gap: 5.31 eV
* energy: -5077.49481 hartree
* relative energy (zero: lowest compared OMol25 entry of this formula, charge and spin): 554.1 kJ/mol

Atoms and positions in Å:
K 1.76634 1.46568 -0.23722
C 3.50328 -3.99269 5.11678
C 2.16029 -3.97553 4.77500
C 1.69965 -3.08971 3.80795
C 2.57896 -2.22280 3.17036
C 3.93153 -2.25671 3.50636
C 4.38841 -3.12804 4.48151
C 2.10301 -1.26929 2.12770
C 2.64043 -1.53218 0.71846
C 3.48449 -2.88103 0.51311
C 3.58860 -2.80713 -0.98845
C 2.77181 -1.44213 -1.18171
N 3.09094 -0.50502 -0.15876
C 2.40148 -1.09799 -2.63050
C 1.49777 -0.19400 -3.08996
C 1.05756 -0.04880 -4.48641
C 0.14062 0.93556 -4.51476
C 0.03591 1.43709 -3.13638
C -0.70802 2.64645 -2.72669
C -1.17991 3.56138 -3.80392
C -2.50582 3.98770 -3.83092
C -2.94872 4.86546 -4.81188
C -2.07193 5.32286 -5.78420
C -0.74877 4.89781 -5.77318
C -0.30806 4.02420 -4.79176
C -0.85040 3.07925 -1.44110
N -0.72042 2.31442 -0.26824
C -0.69786 3.19213 0.82812
C -0.43992 2.86980 2.12598
C -0.69248 3.89728 3.17523
C -1.95182 4.47371 3.32207
C -2.18535 5.43612 4.29641
C -1.16031 5.83144 5.14237
C 0.09955 5.25916 5.01124
C 0.32803 4.29901 4.03877
C 0.12281 1.58247 2.57667
C 0.22219 1.14143 3.97174
C 0.90398 -0.01799 3.95182
C 1.24433 -0.30038 2.54868
N 0.66424 0.71890 1.76667
C -0.94795 4.54297 0.30167
C -1.06047 4.47236 -1.02713
N 0.80353 0.76743 -2.33162
C 3.03510 -1.98145 -3.65273
C 2.31647 -3.00527 -4.25940
C 2.93056 -3.84707 -5.17778
C 4.26868 -3.67094 -5.49867
C 4.99165 -2.65244 -4.88937
C 4.38217 -1.81863 -3.96488
H 3.86358 -4.67878 5.87263
H 1.46592 -4.65140 5.25781
H 0.65104 -3.07435 3.53539
H 4.62239 -1.59440 2.99741
H 5.43872 -3.13721 4.74364
H 4.21387 -3.38934 1.12683
H 4.39637 -3.25534 -1.54983
H 1.40875 -0.63786 -5.31803
H -0.40933 1.30346 -5.36662
H -3.18982 3.61939 -3.07514
H -3.98197 5.18846 -4.81937
H -2.41613 6.00634 -6.54967
H -0.05810 5.25398 -6.52687
H 0.72585 3.69978 -4.77889
H -2.75636 4.15639 2.66798
H -3.17112 5.87208 4.39630
H -1.34057 6.58073 5.90228
H 0.90621 5.56635 5.66438
H 1.31178 3.85631 3.93428
H -0.16702 1.66369 4.83163
H 1.19600 -0.61107 4.80325
H -0.93735 5.43390 0.90917
H -1.16294 5.29437 -1.71782
H 1.27312 -3.14564 -4.00183
H 2.36108 -4.64231 -5.64201
H 4.74803 -4.32511 -6.21536
H 6.03720 -2.50995 -5.13197
H 4.95278 -1.03776 -3.47566
C -4.30307 -0.25637 4.06078
C -4.87953 0.55661 2.90849
C -4.19111 0.27618 1.57313
C -2.69087 0.60040 1.60879
Ge -1.92277 0.75963 -0.17349
C -1.18913 -0.89810 -0.81125
C -1.96548 -2.14039 -0.33969
C -2.93713 -2.69370 -1.37758
C -4.03649 -1.71918 -1.77924
H -4.84674 -0.08183 4.99022
H -3.25611 -0.00692 4.24418
H -4.35133 -1.32724 3.84502
H -4.78881 1.62516 3.13412
H -5.95021 0.35637 2.81385
H -4.68651 0.84085 0.77803
H -4.33767 -0.77917 1.31934
H -2.13191 -0.16888 2.14695
H -2.54011 1.53065 2.16012
H -3.04367 1.32547 -1.08502
H -0.15911 -0.97444 -0.46170
H -1.12240 -0.86812 -1.90036
H -2.50475 -1.95761 0.59655
H -1.22661 -2.91071 -0.09640
H -3.38682 -3.61381 -0.99353
H -2.36679 -2.98398 -2.26618
H -4.60428 -1.37766 -0.90896
H -4.74556 -2.17642 -2.47128
H -3.63236 -0.83027 -2.26879
C 1.25286 -5.30332 0.89591
C 1.76180 -4.79703 -0.44802
C 2.41911 -3.46038 -0.35272
N 1.66429 -2.14544 -0.33015
H 0.73425 -6.25949 0.80391
H 0.55500 -4.58551 1.33458
H 2.07536 -5.42312 1.60416
H 0.92281 -4.70756 -1.14668
H 2.45373 -5.51422 -0.89810

=====

# 2
Below is a molecular structure, C55H54AsN2O4ReSi3, with properties calculated with the ωB97M-V functional and the def2-TZVPD basis.

* total charge: -1
* 2S+1: 4
* frontier orbital gap (alpha / beta): 6.31 / 6.67 eV
* energy: -5721.22853 hartree
* expectation value of S²: 3.78

Atoms and positions in Å:
Re 0.32339 -0.28273 -0.49635
C 2.03717 -4.95395 -0.28184
O 0.84316 -5.73010 -0.39359
C -0.40434 -5.18615 -0.34287
C -1.41991 -6.08218 -0.54136
C -2.78186 -5.71932 -0.47757
C -3.09932 -4.42638 -0.17860
C -2.07782 -3.46604 0.01732
C -2.46594 -2.19263 0.54282
N -1.68966 -1.17941 0.74290
N -2.15202 -0.21389 1.63705
C -1.18068 0.41463 2.32482
O 0.01265 0.35358 2.06343
C -1.84254 1.11833 3.52272
C -1.04914 2.32262 3.94439
C -1.49293 3.45090 4.48960
C -2.87302 3.88448 4.71180
C -3.99126 3.39246 4.16721
C -4.12451 2.26558 3.24733
C -0.69296 -3.78835 -0.10125
O 0.20939 -2.89597 0.02788
H 2.84063 -5.62591 -0.57843
H 2.20524 -4.62102 0.74375
H 2.03059 -4.08709 -0.92606
H -1.13697 -7.10935 -0.74567
H -3.55125 -6.46397 -0.63463
H -4.13441 -4.11861 -0.06530
H -3.49663 -2.13671 0.88247
H 0.02139 2.19685 3.80389
H -0.73564 4.17187 4.78136
H -2.98394 4.75802 5.34660
H -4.91705 3.90798 4.39757
H -5.07892 2.18941 2.73183
C 3.44492 1.43497 -1.88298
Si 1.59670 1.16773 -2.14447
C 0.99410 2.90687 -2.52206
C 1.41519 0.42221 -3.87607
C 2.11863 0.94594 -4.97246
C 1.87587 0.50059 -6.26263
C 0.90022 -0.46931 -6.48527
C 0.20743 -1.00214 -5.40916
C 0.46436 -0.57762 -4.09550
Si -0.39548 -1.36911 -2.61162
C -0.25452 -3.19576 -3.01363
C -2.22517 -0.93369 -2.75807
H 3.83076 2.03640 -2.71622
H 4.00841 0.49680 -1.84036
H 3.62940 1.98478 -0.95470
H 1.40880 3.18359 -3.49764
H 1.32890 3.63584 -1.78742
H -0.09240 2.95735 -2.58681
H 2.86672 1.72027 -4.81390
H 2.43689 0.90983 -7.09605
H 0.68938 -0.81007 -7.49372
H -0.54706 -1.76234 -5.59705
H -0.19708 -3.30400 -4.10085
H -1.12272 -3.75476 -2.65505
H 0.64092 -3.65449 -2.58667
H -2.51832 -0.96518 -3.81382
H -2.40586 0.07603 -2.37349
H -2.85272 -1.63399 -2.19747
C 5.53805 -3.26249 -2.40631
C 5.80399 -3.12096 -1.04767
C 4.88281 -2.49153 -0.21899
C 3.67825 -1.99430 -0.72448
C 3.42729 -2.15519 -2.09180
C 4.34562 -2.77939 -2.92851
Si 2.51510 -0.97372 0.36108
C 2.53286 -1.62402 2.14583
C 3.35059 -0.97556 3.07795
C 3.38757 -1.36639 4.41357
C 2.59741 -2.42112 4.84900
C 1.76994 -3.07544 3.94293
C 1.73512 -2.67923 2.61068
H 6.26022 -3.74507 -3.05423
H 6.73375 -3.49848 -0.63636
H 5.10091 -2.38889 0.84141
H 2.50024 -1.77561 -2.51306
H 4.12778 -2.88607 -3.98561
H 3.35694 0.24686 0.58552
H 3.96593 -0.14252 2.75226
H 4.02895 -0.84246 5.11382
H 2.62140 -2.72719 5.88870
H 1.14196 -3.89395 4.27642
H 1.06286 -3.17261 1.91951
O -1.02897 1.33875 -0.52253
As -1.37101 2.74445 0.45726
C -2.41730 3.79098 -0.83142
C -2.95915 5.02972 -0.48562
C -3.83444 5.68657 -1.34263
C -4.20630 5.09599 -2.54331
C -3.70453 3.84409 -2.87776
C -2.81955 3.19389 -2.02422
C 0.29613 3.78371 0.58167
C 0.35378 5.16596 0.41177
C 1.50704 5.87287 0.73114
C 2.62265 5.20801 1.22642
C 2.58052 3.82849 1.38807
C 1.42262 3.12650 1.07829
C -3.23029 1.32661 2.97554
C -3.51124 0.16329 2.03529
C -4.24827 -0.90966 2.82423
C -3.85323 -1.36046 4.01467
C -2.66796 -0.96322 4.79665
C -1.82027 0.05240 4.61902
H -2.71244 5.48246 0.46986
H -4.23510 6.65519 -1.06766
H -4.89190 5.60515 -3.20969
H -4.00310 3.36868 -3.80451
H -2.42699 2.21647 -2.27514
H -0.49096 5.69809 -0.00862
H 1.53956 6.94536 0.57528
H 3.51625 5.76248 1.48419
H 3.44924 3.29061 1.75075
H 1.40997 2.05091 1.22348
H -4.07025 0.46644 1.14977
H -5.16510 -1.29931 2.39482
H -4.45701 -2.13803 4.47135
H -2.45769 -1.60679 5.64395
H -0.97739 0.13500 5.29990

=====

- Which of these has the highest energy?
  C55H52GeKN5